(1)
A structure of composition C25H31BCl2N9O3Tl. Source: the OMol25 dataset; level of theory: ωB97M-V/def2-TZVPD.

Cartesian coordinates (Å):
Tl1 1.0779 -1.6370 -0.9893
C1 1.1869 4.6229 -0.9566
C2 0.0791 3.6592 -0.6718
C3 -1.1080 3.4319 -1.3936
C4 -1.7426 2.4144 -0.7084
C5 -3.0306 1.7227 -0.9996
N1 -0.9614 2.0828 0.3405
N2 0.1523 2.8530 0.3766
B1 -1.3623 1.1779 1.5274
N3 -0.2945 1.1884 2.6279
N4 0.8396 0.4615 2.5006
C6 1.5137 0.6110 3.6297
C7 2.8062 -0.1019 3.8690
C8 0.8145 1.4661 4.5049
C9 -0.3334 1.8134 3.8207
C10 -1.4463 2.7179 4.2395
N5 -1.6872 -0.2716 1.0639
N6 -1.3120 -0.8333 -0.1205
C11 -2.0631 -1.9223 -0.2812
C12 -1.9615 -2.7901 -1.4941
C13 -2.9181 -2.0886 0.8151
C14 -2.6433 -1.0225 1.6452
C15 -3.2448 -0.6791 2.9684
H1 0.8111 5.6397 -1.0933
H2 1.7306 4.3484 -1.8647
H3 1.8911 4.6227 -0.1245
H4 -1.4374 3.9026 -2.3063
H5 -3.5582 2.2482 -1.7958
H6 -3.6672 1.6940 -0.1110
H7 -2.8525 0.6935 -1.3144
H8 -2.3834 1.6255 2.0063
H9 3.5278 0.0633 3.0691
H10 2.6495 -1.1807 3.9244
H11 3.2495 0.2267 4.8108
H12 1.1050 1.7821 5.4948
H13 -1.2184 3.1404 5.2189
H14 -2.3982 2.1866 4.3026
H15 -1.5783 3.5365 3.5303
H16 -1.6142 -2.2230 -2.3581
H17 -2.9419 -3.2104 -1.7263
H18 -1.2655 -3.6122 -1.3206
H19 -3.6120 -2.8947 0.9903
H20 -3.7953 -1.5390 3.3504
H21 -3.9293 0.1690 2.8912
H22 -2.4710 -0.4119 3.6901
N7 1.9680 0.5139 -0.3485
C16 3.3917 0.3011 -0.0788
C17 3.6658 -1.0435 0.6049
O1 4.7282 -1.1714 1.2363
N8 2.7082 -1.9361 0.4543
C18 2.7490 -3.1971 1.1397
C19 1.4045 -3.9442 1.0659
O2 1.3080 -4.9742 1.7355
O3 0.4918 -3.4597 0.3116
H23 1.4921 0.7155 0.5331
H24 1.8020 1.2929 -0.9737
H25 3.9484 0.3210 -1.0193
H26 3.8104 1.0707 0.5753
H27 3.5144 -3.8662 0.7298
H28 2.9924 -3.0600 2.1965
Cl1 1.4934 -4.1749 -5.1356
C20 0.7005 -2.6168 -5.2434
C21 0.2085 -2.2408 -6.4670
C22 -0.4341 -1.0138 -6.6360
C23 -0.5393 -0.1930 -5.5220
C24 -0.0373 -0.5740 -4.2942
Cl2 -0.2014 0.5905 -2.9970
C25 0.6211 -1.8314 -4.0232
N9 1.1301 -2.3337 -2.9278
H29 0.3280 -2.9229 -7.3005
H30 -0.8309 -0.7126 -7.5962
H31 -1.0164 0.7771 -5.5979

The calculation puts the molecular weight at 791.68 u. The HOMO energy comes out at -1.5 eV. The value obtained for the lowest unoccupied orbital energy is 0.1585 Ha. The value obtained for the gap between HOMO and LUMO is 5.8 eV. The net charge is -2. For the strongest force on any atom, the calculation gives 0.11 eV/Å. Its energy above the lowest of the compared OMol25 structures with the same formula, charge and spin is 0.00 kcal/mol.

(2)
A cluster of 3 separate species, C25H31BrF8N2O4S in total. Source: the OMol25 dataset; level of theory: ωB97M-V/def2-TZVPD.

Cartesian coordinates (Å):
C1 5.6674 0.5676 2.4896
O1 5.7577 -0.8607 2.4406
C2 4.4735 -1.4742 2.2016
C3 4.6733 -2.6490 1.1575
C4 3.9788 -2.3892 -0.2592
C5 4.2536 -0.8911 -0.6904
N1 5.5398 -0.4710 -0.5517
C6 5.7407 0.8501 -0.9327
C7 7.1285 1.4039 -0.8053
C8 7.4555 2.7865 -1.1316
Br1 9.2963 3.3582 -0.8971
C9 6.3303 3.6645 -1.6281
S1 6.7433 5.4094 -2.0245
C10 4.9824 3.1204 -1.7784
C11 4.6343 1.6914 -1.4222
N2 3.3009 1.3221 -1.5807
C12 3.1783 0.0152 -1.2191
C13 1.7312 -0.6051 -1.3786
C14 0.8659 -0.5003 -0.0644
O2 -0.4914 -0.2377 -0.4969
C15 -1.4024 -0.4614 0.5655
C16 -2.8655 -0.3837 -0.0811
F1 -2.7132 -0.8966 -1.3803
F2 -3.7856 -1.1862 0.5672
C17 -3.3727 1.1172 -0.2830
F3 -4.0088 1.2087 -1.5199
F4 -2.3113 2.0155 -0.3286
C18 -4.4261 1.5655 0.8044
F5 -4.0510 1.1613 2.0844
F6 -5.6656 1.0431 0.4459
C19 -4.6152 3.1478 0.8873
F7 -4.5292 3.7637 -0.3450
F8 -5.8993 3.3842 1.3787
H1 4.9176 0.9665 1.7394
H2 6.6424 1.0788 2.2353
H3 5.4108 0.8940 3.5431
H4 4.1719 -1.9354 3.1963
H5 3.6620 -0.7418 1.9413
H6 4.2944 -3.6027 1.6273
H7 5.7884 -2.7765 1.0337
H8 4.5590 -3.0107 -1.0055
H9 2.8940 -2.6549 -0.2614
H10 7.9403 0.7300 -0.4469
H11 7.0489 5.9072 -0.7664
H12 4.2169 3.8400 -2.1768
H13 1.2118 0.0004 -2.1713
H14 1.7494 -1.6663 -1.7339
H15 1.2246 0.2746 0.6695
H16 0.9166 -1.4949 0.4858
H17 -1.3261 0.3433 1.3542
H18 -1.2939 -1.4587 1.0705
H19 -3.8698 3.5655 1.6239
C20 -1.2900 -6.3339 0.0651
C21 -1.2305 -5.0317 0.8205
C22 -2.4301 -4.1249 0.7332
O3 -0.2549 -4.7240 1.4736
H20 -0.3604 -6.8830 0.2181
H21 -2.1198 -6.9401 0.4334
H22 -1.4107 -6.1395 -1.0024
H23 -3.3113 -4.6318 1.1309
H24 -2.6003 -3.8320 -0.3050
H25 -2.2473 -3.2287 1.3237
C23 -7.9068 3.2332 -0.7841
C24 -9.2845 2.8213 -1.2335
C25 -9.5565 1.3438 -1.3612
O4 -10.1403 3.6433 -1.4823
H26 -7.8529 4.3213 -0.7365
H27 -7.7044 2.8294 0.2065
H28 -7.1609 2.8760 -1.4973
H29 -9.4246 0.8560 -0.3934
H30 -8.8827 0.9039 -2.0991
H31 -10.5846 1.1930 -1.6922

The calculation puts the molecular weight at 687.49 u. The HOMO energy comes out at -9.0 eV. The value obtained for the lowest unoccupied orbital energy is -0.0320 Ha. The value obtained for the gap between HOMO and LUMO is 8.1 eV. For the strongest force on any atom, the calculation gives 4.41 eV/Å. Its energy above the lowest of the compared OMol25 structures with the same formula, charge and spin is 0.00 kcal/mol.

(3)
The molecule C25H31N3O3. Source: the OMol25 dataset; level of theory: ωB97M-V/def2-TZVPD.

Cartesian coordinates (Å):
C1 -7.4353 -1.1608 0.0840
C2 -6.3763 -0.3006 0.7827
N1 -5.0323 -0.3955 0.2466
C3 -4.9020 0.1145 -1.1058
C4 -3.4909 0.6396 -1.3809
C5 -3.1275 1.7626 -0.4083
N2 -1.7002 1.8568 -0.2171
C6 -0.9907 2.9806 -0.3852
O1 -1.4526 4.0580 -0.6910
C7 0.5052 2.7884 -0.0993
O2 0.8909 1.4975 -0.5240
C8 2.1520 1.0768 -0.2753
C9 3.0849 1.7512 0.4350
C10 4.3987 1.2164 0.6916
O3 5.2427 1.8055 1.3466
N3 4.6757 -0.0372 0.1474
C11 6.0040 -0.5636 0.4181
C12 5.9961 -1.5511 1.5809
C13 3.7625 -0.7485 -0.5887
C14 4.0580 -2.0097 -1.1280
C15 3.1337 -2.6896 -1.8884
C16 1.8791 -2.1458 -2.1428
C17 1.5591 -0.9186 -1.6133
C18 2.4794 -0.2137 -0.8324
C19 -4.4006 -1.6919 0.4411
C20 -2.9414 -1.5581 0.8008
C21 -1.9671 -2.3141 0.1619
C22 -0.6320 -2.1808 0.5038
C23 -0.2522 -1.2760 1.4802
C24 -1.2184 -0.5263 2.1323
C25 -2.5542 -0.6770 1.8035
H1 -8.3964 -1.0312 0.5746
H2 -7.5395 -0.8707 -0.9587
H3 -7.1665 -2.2140 0.1263
H4 -6.3284 -0.5767 1.8403
H5 -6.6750 0.7505 0.7298
H6 -5.6080 0.9396 -1.2242
H7 -5.1452 -0.6538 -1.8601
H8 -2.7756 -0.1754 -1.2638
H9 -3.4333 0.9911 -2.4118
H10 -3.4666 2.7342 -0.7716
H11 -3.6068 1.5525 0.5530
H12 -1.2174 1.0103 0.0482
H13 1.0720 3.5648 -0.6249
H14 0.6604 2.9093 0.9817
H15 2.9074 2.7254 0.8599
H16 6.4112 -1.0143 -0.4890
H17 6.6193 0.2990 0.6871
H18 5.3358 -2.3925 1.3822
H19 7.0019 -1.9256 1.7516
H20 5.6557 -1.0491 2.4830
H21 5.0182 -2.4668 -0.9586
H22 3.3922 -3.6570 -2.2931
H23 1.1659 -2.6836 -2.7484
H24 0.5939 -0.4720 -1.7923
H25 -4.9022 -2.1984 1.2716
H26 -4.5014 -2.3335 -0.4495
H27 -2.2547 -3.0145 -0.6102
H28 0.1153 -2.7791 0.0044
H29 0.7915 -1.1626 1.7349
H30 -0.9303 0.1706 2.9062
H31 -3.3109 -0.1048 2.3184

The calculation puts the molecular weight at 421.54 u. The HOMO energy comes out at -8.5 eV. The value obtained for the lowest unoccupied orbital energy is 0.0134 Ha. The value obtained for the gap between HOMO and LUMO is 8.8 eV. For the strongest force on any atom, the calculation gives 0.67 eV/Å. Its energy above the lowest of the compared OMol25 structures with the same formula, charge and spin is 15.95 kcal/mol.